(1)
Computed, not measured: a structure of composition C34H24AsBrIN4O2S2V at a distorted geometry, with the ωB97M-V functional and the def2-TZVPD basis.

Each line ends with the natural charge from an NBO analysis.
Cartesian coordinates (Å):
N 2.52218 -0.40218 -0.29323  -0.458
C 1.04407 -6.60654 -1.88822  -0.134
C 2.77199 4.11185 -0.34396  -0.193
H 2.44801 -0.62214 3.82375  0.433
H -3.44071 -1.38179 3.93240  0.230
H 1.83459 -4.61877 -2.04504  0.235
O 1.07339 -2.59438 -0.55868  -0.681
C -0.02515 0.95087 -4.89995  -0.204
H 0.12726 -8.49790 -1.40616  0.217
C -1.58425 -1.21197 4.99842  -0.183
Br 1.78218 -7.18974 -3.52255  0.100
C 1.61241 -0.54897 1.90818  0.425
C -0.44482 2.17637 -5.38803  -0.173
C 2.15543 5.22276 0.21368  -0.192
C -2.08140 1.77367 -0.12959  -0.363
I -2.09047 -1.80064 -1.01314  -0.083
C 0.70900 -4.93418 -0.23088  -0.202
C -0.22137 -1.01671 4.93575  -0.249
N -0.25184 -7.09060 0.04660  -0.385
N 1.62382 -0.63097 3.24803  -0.494
H -3.06099 1.77506 -2.04052  0.223
C -0.82260 3.19309 -4.51872  -0.226
C -0.45516 -0.83558 2.50559  0.075
C -0.81313 2.97131 -3.15190  -0.129
C 0.29214 -7.47112 -1.10170  0.044
H 0.32233 6.03472 0.98400  0.227
C 2.77576 -0.49763 1.05297  0.064
H -2.44997 -1.05383 1.70387  0.250
H -0.51766 -5.59167 1.42279  0.216
C -4.57213 2.40161 0.92650  -0.189
H -0.96822 3.98227 0.59800  0.221
H -0.46358 2.34467 -6.45663  0.229
C 1.00178 -3.59271 0.32705  0.792
H 3.62413 -0.46910 -2.07946  0.264
C -3.48216 2.25526 1.77296  -0.197
S 5.02464 -0.70614 -0.06813  0.557
C 0.32524 -0.82962 3.67282  0.182
C -4.41508 2.24087 -0.44196  -0.216
C -2.37470 -1.22089 3.84098  -0.191
H -1.11911 3.75388 -2.46703  0.218
C -2.23944 1.94760 1.24389  -0.234
S 0.73336 -0.73411 -2.88863  0.043
O 1.19435 -3.39803 1.50502  -0.554
H 0.39334 -1.02591 5.82596  0.231
As -0.30880 1.30897 -0.77126  1.061
H 2.52007 2.08988 -1.01113  0.209
C 2.04466 2.95224 -0.55712  -0.256
H -3.59221 2.37755 2.84287  0.225
C -1.83173 -1.03652 2.58750  -0.201
H 0.27083 0.15714 -5.57343  0.231
C 0.08095 4.01080 0.34275  -0.168
H -1.37533 1.86788 1.89233  0.217
C -3.17410 1.92073 -0.97353  -0.144
H 2.71823 6.13333 0.37186  0.227
C -0.04949 -5.85747 0.48238  0.084
N 0.38581 -0.62788 1.41453  -0.509
C 4.09102 -0.66892 1.36217  -0.386
H 3.81604 4.15740 -0.62531  0.221
C 3.60412 -0.51220 -0.99908  -0.109
H -2.05372 -1.37477 5.95907  0.231
C -0.41204 1.73854 -2.65124  -0.387
H -5.54495 2.64377 1.33391  0.227
C 0.69416 2.89454 -0.21823  -0.253
H -1.12567 4.15470 -4.91038  0.228
C 1.25314 -5.31262 -1.45193  -0.156
C 0.01598 0.74045 -3.52368  -0.175
H 4.54400 -0.79268 2.33257  0.261
C 0.81355 5.16991 0.55771  -0.220
H -5.26345 2.36330 -1.10236  0.227
V 0.38145 -1.06010 -0.66607  0.770

Spin multiplicity   2
Frontier orbital gap (alpha / beta)   6.33 / 7.01 eV
DFT total energy   -8527.333656 hartree
Net charge   +1


(2)
Computed, not measured: a structure of composition C34H24AsN6O8OsS3 at a distorted geometry, with the ωB97M-V functional and the def2-TZVPD basis.

Each line ends with the Mulliken spin population.
Cartesian coordinates (Å):
C 13.28135 18.92160 10.01345  -0.001
C 14.40892 17.40342 7.93390  0.004
C 8.58544 20.46830 6.22480  -0.032
C 6.27310 16.75189 7.98809  -0.017
C 12.59642 18.70730 8.86036  -0.016
H 14.89795 12.93083 6.28131  0.001
N 13.96720 14.63857 12.95056  0.000
C 14.41650 13.50549 7.05892  -0.001
C 12.02348 15.47380 9.98974  -0.001
S 12.44400 17.77759 6.21217  -0.014
N 10.86508 17.46245 6.59448  0.065
C 14.01408 14.10139 9.37598  -0.017
N 15.30146 13.45435 11.35655  -0.001
H 10.83228 7.57778 7.05389  0.000
H 9.56305 17.35365 12.19218  0.001
H 15.69466 19.41144 11.78621  0.000
C 14.30719 14.10901 10.79626  0.000
C 9.81151 19.70355 6.09622  0.074
C 15.13770 17.67691 9.06094  0.000
O 10.69264 14.48356 5.39342  0.178
O 9.69180 13.85192 7.47108  0.148
C 14.77713 13.41950 8.39569  0.006
C 7.45796 20.02538 6.81105  0.052
H 7.63194 14.95015 8.05639  0.009
H 11.63236 8.57908 4.97785  0.000
H 14.92060 17.97078 12.22411  0.000
H 16.24689 17.77073 11.26252  0.000
H 12.85090 19.34932 10.91598  0.000
Os 10.43972 15.54348 7.07051  2.998
H 14.77856 16.78683 7.12106  0.001
C 12.88591 14.74662 9.00296  0.034
C 13.18046 14.14823 6.79932  0.057
O 12.94200 16.55233 5.61592  0.013
C 11.12064 10.53695 5.50271  0.001
C 12.29058 15.48142 11.40365  0.005
C 6.24280 18.03121 7.66373  0.033
C 11.42282 16.22271 12.18912  0.000
C 7.40025 18.65208 7.19471  -0.026
H 8.60508 21.52298 5.91666  -0.001
O 10.42931 12.30603 4.01846  0.004
C 10.11028 16.74884 10.26852  0.000
O 11.52451 10.36005 2.94419  0.000
H 8.27039 12.59851 4.51184  0.001
C 15.39858 18.46895 11.38801  0.000
H 5.47292 16.23264 8.52551  0.000
H 11.64914 19.14964 8.68731  -0.002
O 12.83603 12.04657 4.14061  0.000
N 12.47593 14.79290 7.73254  0.111
O 8.32922 12.94539 5.42550  0.011
C 14.54901 18.39400 10.11612  0.000
C 13.16320 18.01494 7.80994  0.019
C 10.89412 8.66401 7.04706  0.000
C 8.57770 17.86857 6.99619  -0.004
H 9.91357 9.02532 8.90210  0.000
C 10.31587 16.82913 11.60984  0.003
H 11.55488 16.43636 13.23142  0.000
C 10.34530 9.45818 8.01136  0.000
H 10.61336 20.17467 5.54095  0.003
H 15.68194 12.89438 8.70526  0.000
H 12.76579 14.24426 5.81802  0.000
As 9.97364 12.99443 5.86453  0.092
H 9.61083 11.47566 8.57194  -0.002
S 15.22983 13.66314 12.93617  0.000
C 13.54703 14.80430 11.71213  -0.003
C 10.21667 10.84086 7.79045  0.007
H 5.37484 18.70706 7.70112  0.000
S 11.62388 11.34042 3.98101  0.002
H 9.33408 17.34704 9.82513  0.011
C 7.48684 16.01918 7.91309  0.036
H 6.58794 20.58795 6.95473  0.001
N 10.96740 16.10995 9.49981  0.112
C 10.64933 11.35322 6.50677  0.005
H 16.13423 17.27485 9.17827  0.000
C 11.35097 9.17834 5.79662  0.000
N 8.58680 16.53433 7.41830  0.012
C 9.83890 18.38935 6.59665  0.017
O 12.53058 19.04324 5.54978  0.010

Spin multiplicity   5
Frontier orbital gap (alpha / beta)   7.11 / 6.90 eV
DFT total energy   -5761.277606 hartree
Net charge   +1


(3)
Computed, not measured: a structure of composition C34H25AsBrIMgN2OS5, with the ωB97M-V functional and the def2-TZVPD basis.

Each line ends with the Löwdin charge.
Cartesian coordinates (Å):
C 0.25089 1.25075 -2.81268  -0.095
C 2.43958 0.53881 -0.21986  -0.392
S -0.73644 -3.93838 2.05972  0.419
H -1.34145 -1.47335 -5.51408  0.098
H -2.71177 -0.71004 3.18982  0.060
H -2.52829 1.16021 0.93802  -0.096
C 3.27017 1.51578 -0.76386  -0.129
As 0.48984 0.92468 0.03585  1.269
Br 1.41652 -1.97251 -6.41720  0.686
C 0.69956 -2.35398 -2.34655  -0.016
H 2.56219 1.38212 2.13637  0.102
C -0.66428 -2.08877 -2.24494  -0.267
H 0.01738 3.81686 -5.01183  0.087
H -1.07864 3.33105 1.02810  0.025
C -2.10885 1.44235 -0.03648  -0.738
C 0.35190 1.95896 -1.61883  -0.374
H -6.34734 -2.45378 1.66671  0.101
C -3.26657 -2.14192 0.33290  -0.273
H 1.20570 4.77822 4.35346  0.087
C 2.97889 -0.71569 0.11088  -0.701
C 0.11312 3.29695 -4.06617  -0.115
H 2.84878 2.48388 -1.01475  0.092
H 2.37779 -2.52137 -3.66039  0.108
O 1.37393 -4.56792 7.04214  -0.134
C 1.83993 2.17657 2.27853  -0.111
C 0.56888 -2.03095 -4.71317  -0.694
C 1.07633 4.07991 3.53455  -0.117
C 0.21689 4.01074 -2.88210  -0.102
C 0.73658 2.27009 1.43422  -0.352
H 5.23836 2.08011 -1.41420  0.082
C -1.39925 -1.77087 -3.38975  -0.032
C -0.06406 -3.52996 3.62297  -1.171
H 4.76218 -1.89503 0.11840  0.079
C 4.34799 -0.92678 -0.13582  -0.160
S -0.14692 -0.72066 3.50070  0.463
C -3.29553 -1.19734 2.41571  -0.119
H 0.05094 1.33553 -4.94314  0.090
H -3.03622 -2.84790 -1.71417  0.132
S 2.09087 -2.06010 0.81447  0.536
H -5.07619 -3.02660 -0.41278  0.109
N -1.26999 -2.04011 -0.97241  0.087
H 0.19723 5.09443 -2.89832  0.093
H 0.27575 0.16702 -2.79855  0.069
Mg -0.39784 -1.57493 1.09039  0.052
C 4.61857 1.29723 -0.99249  -0.125
C -4.60479 -2.50761 0.41122  -0.010
H -0.76948 4.94917 2.86284  0.093
C -5.30321 -2.18708 1.56434  -0.061
H 0.40460 3.92241 -0.75474  0.092
H 6.20676 -0.14956 -0.84324  0.085
N -2.62341 -1.50311 1.31747  0.038
C -2.49834 -2.39041 -0.88115  -0.069
C 2.00611 3.07293 3.32340  -0.096
C 0.15395 -2.30959 4.16666  -1.153
I -3.54167 3.02933 -0.65738  0.344
C 1.31643 -2.33036 -3.58610  -0.106
C -0.02816 4.17514 2.70184  -0.098
C -4.63958 -1.51683 2.57637  -0.030
S 0.38226 -4.91487 4.62046  0.898
H -2.39402 0.64101 -0.73578  -0.109
S 0.85465 -2.30328 5.78768  0.907
C -0.78272 -1.74482 -4.62904  -0.144
C 0.12901 1.90991 -4.02671  -0.090
H -5.14314 -1.24101 3.49240  0.105
H 1.26866 -2.56892 -1.44451  0.040
C -0.20353 3.27104 1.66340  -0.129
C 0.94986 -4.03902 6.03424  -1.082
C 5.15487 0.05447 -0.67280  -0.130
H 2.85937 2.97035 3.98277  0.095
C 0.33466 3.34821 -1.66901  -0.119
H -2.43631 -1.47083 -3.31403  0.116

Spin multiplicity   1
Frontier orbital gap   4.53 eV
DFT total energy   -8794.054560 hartree
Net charge   -2


What are the energy relative to the best compared isomer or geometry (same formula, charge and spin) values for these records? In order: 51.8; 76.4; 117.4 kJ/mol.